(1)
Entry from OMol25: a molecular structure, C21H19BrCeF2IN2O4 (ωB97M-V/def2-TZVPD).

Max |F|, eV/A: 3.2
ΔE to the lowest compared entry with this formula, charge and spin, eV: 0.3863
HOMO energy (spin up / spin down), hartree: -0.15504 / -0.15511
Total charge: -1

Last column: natural (NBO) charge in e.
Element x y z (Å)
Ce -0.031 -1.082 -0.530  1.092
O -3.553 2.773 -4.100  -0.676
C -2.536 2.141 -3.398  0.337
C -2.274 2.524 -2.062  -0.417
C -1.270 1.867 -1.390  0.101
N -0.517 0.897 -1.897  -0.656
C -0.722 0.538 -3.239  0.188
Br -2.428 -2.033 -1.757  -0.370
C -1.768 1.196 -3.990  -0.343
H -4.012 3.352 -3.478  0.472
H -2.865 3.288 -1.577  0.204
H -1.045 2.149 -0.361  0.220
H -1.949 0.894 -5.010  0.218
C -2.962 -1.832 3.429  -0.618
C -2.589 -1.274 2.053  0.155
C -3.847 -0.866 1.283  -0.628
O -1.840 -2.253 1.316  -0.703
C -1.693 0.023 2.176  0.802
O -1.884 0.759 3.140  -0.652
O -0.895 0.184 1.221  -0.764
H -3.664 -2.664 3.338  0.196
H -3.406 -1.040 4.029  0.231
H -2.066 -2.183 3.933  0.218
H -4.438 -1.747 1.014  0.205
H -3.578 -0.338 0.367  0.241
H -4.453 -0.200 1.896  0.222
H -2.459 -2.690 0.700  0.513
F 3.346 -3.735 3.652  -0.340
C 3.210 -2.648 2.825  0.418
C 2.094 -2.517 2.029  -0.300
C 1.909 -1.421 1.160  -0.273
C 2.959 -0.461 1.175  -0.139
C 4.073 -0.627 1.992  0.410
F 5.123 0.267 1.975  -0.347
C 4.229 -1.714 2.825  -0.371
C 2.876 0.706 0.285  0.228
C 3.384 1.958 0.656  -0.235
C 3.366 2.992 -0.256  -0.155
C 2.841 2.766 -1.521  -0.266
C 2.303 1.517 -1.787  0.084
N 2.309 0.515 -0.915  -0.451
H 1.347 -3.303 2.085  0.233
H 5.108 -1.821 3.438  0.234
H 3.770 2.114 1.652  0.229
H 3.763 3.963 0.012  0.211
H 2.832 3.546 -2.270  0.217
H 1.864 1.301 -2.753  0.226
I 1.105 -3.767 -1.567  -0.277
C 0.087 -0.406 -3.787  -0.532
H -0.035 -0.733 -4.805  0.211
H 0.880 -0.879 -3.206  0.199

Force components x, y, z for each atom (eV/Å):
-0.2 0.3 0.3
0.5 -0.3 0.4
-0.2 0.1 -0.6
0.4 -0.2 0.6
-0.9 1.2 0.5
0.1 -1.3 -0.3
0.1 0.3 0.0
0.2 0.1 0.1
-0.2 0.0 0.1
0.1 -0.1 -0.1
0.1 0.1 0.1
-0.1 -0.1 -0.1
0.0 0.0 -0.1
0.3 0.2 -0.3
-0.1 0.5 0.5
0.2 0.1 -0.1
0.1 0.0 -0.4
-2.0 -0.9 2.3
0.3 -0.2 -0.7
1.9 0.0 -2.4
0.0 0.0 -0.1
0.0 0.0 0.0
0.1 -0.1 0.1
0.0 0.0 0.0
-0.1 -0.1 0.0
0.0 0.0 0.1
0.4 0.1 0.1
-0.2 0.6 -0.5
0.2 0.0 0.3
-0.8 0.0 -0.4
0.8 0.0 0.3
-0.5 -0.1 -0.1
0.3 -0.1 0.1
-0.6 -0.4 -0.1
-0.1 -0.1 0.0
0.3 0.4 0.0
-0.1 -0.1 -0.1
-0.1 -0.1 -0.1
0.0 -0.1 0.0
0.1 0.4 -0.4
-0.5 -0.4 0.5
0.0 0.0 0.0
0.1 0.0 0.1
0.0 -0.1 0.0
0.0 0.0 0.0
0.0 -0.1 0.0
-0.1 0.0 0.0
-0.1 0.5 0.2
0.5 -0.2 0.5
-0.1 -0.2 0.0
0.1 0.2 -0.2

(2)
Entry from OMol25: a single C3H6N4 molecule (ωB97M-V/def2-TZVPD).

<S²>: 2.023
Max |F|, eV/A: 9.5
ΔE to the lowest compared entry with this formula, charge and spin, eV: 0.8837
HOMO energy (spin up / spin down), hartree: -0.15147 / -0.34425
Multiplicity: 3

Last column: natural (NBO) charge in e.
Element x y z (Å)
C 0.740 0.105 -0.078  0.250
C -1.391 0.111 0.048  0.468
C 2.237 0.310 -0.094  -0.656
N -0.329 0.988 0.015  -0.560
N -1.077 -1.160 -0.043  -0.259
N 0.280 -1.156 -0.054  -0.385
N -2.660 0.583 -0.051  -0.720
H 2.485 -0.574 0.449  0.183
H 2.736 0.287 -1.037  0.219
H 2.369 1.159 0.631  0.241
H 0.870 -1.876 0.049  0.382
H -3.028 1.512 0.157  0.435
H -3.232 -0.289 0.008  0.403

Force components x, y, z for each atom (eV/Å):
1.6 5.8 -1.0
2.4 9.2 -0.3
-2.9 0.8 2.2
-1.0 -2.1 0.4
0.8 -5.9 -0.3
-4.6 -0.6 -0.4
-0.6 -3.6 0.3
1.3 -0.8 0.6
0.4 0.5 -0.7
0.7 -0.4 -1.3
1.6 -3.8 0.5
0.7 -0.7 0.0
-0.4 1.8 -0.1

(3)
Entry from OMol25: 2 unconnected molecules or ions with the total composition H2NO4P (ωB97M-V/def2-TZVPD).

Max |F|, eV/A: 3.1
ΔE to the lowest compared entry with this formula, charge and spin, eV: 3.9788
HOMO energy (spin up / spin down), hartree: 0.02482 / 0.05224
Total charge: -2

Last column: natural (NBO) charge in e.
Element x y z (Å)
N -1.996 0.782 0.591  -0.454
O 0.460 -0.329 -2.086  -1.172
O 0.772 1.136 0.044  -1.181
O 1.680 -2.039 1.054  -1.283
O -1.470 0.036 -0.489  -0.647
P 0.196 -0.075 -0.604  2.069
H -1.428 1.653 0.667  0.276
H 1.785 -1.163 0.823  0.392

Force components x, y, z for each atom (eV/Å):
-0.3 -0.4 -1.0
-0.1 -0.1 1.2
0.4 0.4 0.5
-0.5 -2.9 0.6
-0.9 1.1 1.9
0.5 -0.2 -2.3
0.3 -0.9 -0.4
0.7 3.0 -0.5

(4)
Entry from OMol25: a molecular structure, C6H10N2O (ωB97M-V/def2-TZVPD).

Max |F|, eV/A: 6.3
ΔE to the lowest compared entry with this formula, charge and spin, eV: 6.7215
HOMO energy, hartree: -0.30957

Last column: natural (NBO) charge in e.
Element x y z (Å)
C -2.424 0.625 -0.157  -0.299
C -0.242 0.480 -0.038  0.373
C 0.506 -0.394 -0.830  -0.082
C 0.004 -0.276 -2.376  -0.661
C 1.715 -1.379 -0.155  -0.247
C 0.818 -0.202 1.886  0.274
H -3.247 1.363 -0.312  0.195
H -2.551 -0.274 -0.678  0.177
H -2.058 0.530 1.063  0.241
H -0.411 -1.302 -2.523  0.225
H 1.057 0.169 -2.800  0.221
H -0.660 0.560 -2.569  0.243
H 2.688 -0.975 -0.453  0.215
H 1.492 -2.409 -0.579  0.232
H 0.971 0.252 2.839  0.156
H 0.142 1.751 1.613  0.381
N 1.685 -0.868 1.274  -0.445
N -0.305 0.547 1.486  -0.655
O -1.168 1.181 -0.612  -0.543

Force components x, y, z for each atom (eV/Å):
0.9 2.4 3.9
2.9 -3.7 0.5
-1.3 1.4 1.1
4.3 0.1 1.9
-3.4 4.4 -0.9
0.6 1.6 0.1
0.8 -0.7 0.1
-0.5 -1.5 -0.5
-2.6 -0.4 -3.3
0.7 0.9 -1.2
-2.5 -2.1 -0.2
-0.3 -0.5 0.4
-0.2 -0.6 -0.5
0.5 0.9 1.8
1.3 -1.0 1.5
-2.0 -4.5 0.0
0.4 -3.2 -0.2
2.7 4.1 -4.0
-2.4 2.1 -0.6

(5)
Entry from OMol25: a single C3H9N molecule (ωB97M-V/def2-TZVPD).

Max |F|, eV/A: 0.6
ΔE to the lowest compared entry with this formula, charge and spin, eV: 0.1317
HOMO energy, hartree: -0.33977
Structure (SMILES): CC(C)N

Last column: natural (NBO) charge in e.
Element x y z (Å)
C -0.864 1.003 0.117  -0.619
C 0.424 0.181 0.091  -0.052
C 0.247 -1.175 0.797  -0.621
N 0.896 -0.050 -1.281  -0.827
H -0.683 1.993 -0.311  0.202
H -1.620 0.527 -0.517  0.198
H -1.296 1.139 1.112  0.208
H 1.198 0.767 0.578  0.179
H 0.751 -1.162 1.768  0.216
H -0.805 -1.347 1.014  0.202
H 0.598 -2.006 0.188  0.218
H 0.901 0.818 -1.810  0.352
H 0.254 -0.687 -1.745  0.345

Force components x, y, z for each atom (eV/Å):
-0.2 0.2 -0.3
-0.2 -0.1 -0.3
-0.1 0.5 0.3
0.0 0.0 0.0
0.0 0.0 0.1
0.0 -0.1 0.1
0.2 -0.1 0.0
0.2 0.0 0.2
0.1 -0.2 -0.2
-0.2 -0.1 -0.1
0.2 0.1 0.1
0.0 -0.1 0.1
0.0 0.1 -0.1

(6)
Entry from OMol25: a single C5H13OP molecule (ωB97M-V/def2-TZVPD).

Max |F|, eV/A: 3.4
ΔE to the lowest compared entry with this formula, charge and spin, eV: 0.6187
HOMO energy, hartree: -0.34661
Structure (SMILES): C[P@H](=O)C(C)(C)C

Last column: natural (NBO) charge in e.
Element x y z (Å)
C 0.499 2.396 -0.633  -1.009
P -0.462 1.255 0.421  1.670
O -0.384 1.459 1.919  -1.104
C -0.091 -0.644 0.024  -0.255
C -0.511 -0.906 -1.440  -0.635
C 1.393 -0.896 0.452  -0.627
C -0.901 -1.408 1.124  -0.633
H 1.563 2.567 -0.140  0.260
H 0.451 2.115 -1.710  0.245
H -0.104 3.262 -0.593  0.243
H -1.682 1.709 0.018  -0.111
H -1.488 -0.590 -1.665  0.217
H 0.328 -0.452 -2.065  0.212
H -0.579 -2.005 -1.591  0.215
H 1.410 -0.468 1.435  0.235
H 2.089 -0.556 -0.200  0.206
H 1.649 -1.928 0.511  0.214
H -0.533 -1.015 2.016  0.236
H -2.001 -1.407 1.202  0.219
H -0.645 -2.489 0.915  0.203

Force components x, y, z for each atom (eV/Å):
2.1 -1.1 0.7
1.4 -1.2 1.9
0.4 0.0 -1.4
-1.4 1.5 0.4
2.9 -1.1 0.7
-3.2 -0.4 0.7
-0.3 -1.6 -2.4
-2.2 -0.3 -1.5
0.6 -0.2 0.8
-0.3 1.4 0.4
-1.3 -0.5 -0.8
-1.1 1.0 -0.4
-1.5 -0.7 0.2
0.5 0.5 -0.2
0.8 0.3 0.5
2.1 1.9 -1.9
-0.4 -1.1 0.3
0.6 0.0 1.8
0.3 0.6 -0.7
-0.1 0.9 0.8

(7)
Entry from OMol25: a single C4H8O2 molecule (ωB97M-V/def2-TZVPD).

Max |F|, eV/A: 1.2
ΔE to the lowest compared entry with this formula, charge and spin, eV: 5.2189
HOMO energy, hartree: -0.30361

Last column: natural (NBO) charge in e.
Element x y z (Å)
C -1.330 -0.147 -1.620  -0.249
O -0.474 0.482 -0.689  -0.523
C -0.370 -0.244 0.509  -0.094
C 0.588 0.399 1.516  -0.099
C 2.159 0.698 0.001  0.132
O 1.940 0.088 1.157  -0.516
H -1.363 0.476 -2.518  0.201
H -2.355 -0.251 -1.227  0.166
H -0.968 -1.149 -1.899  0.166
H -0.011 -1.266 0.292  0.172
H -1.352 -0.325 0.996  0.174
H 0.464 -0.111 2.467  0.196
H 0.436 1.481 1.588  0.216
H 2.635 -0.131 -0.573  0.059

Force components x, y, z for each atom (eV/Å):
-0.1 -0.1 -0.1
0.1 0.0 0.1
-0.1 -0.2 0.4
-0.5 -0.1 0.4
0.4 -0.2 -0.3
-0.6 -0.1 -1.0
0.1 -0.1 0.2
0.2 0.0 0.0
0.0 0.2 0.1
-0.1 0.1 0.2
0.0 0.0 0.0
-0.3 0.2 0.2
0.1 -0.2 0.0
0.9 0.4 -0.2